Computed, not measured: C19H42P2PtSi as an isolated structure, with the ωB97M-V functional and the def2-TZVPD basis.

```
65
Properties=species:S:1:pos:R:3
P 0.159 -2.190 -2.634
P 0.394 1.825 -2.612
C -0.217 -0.853 -3.815
C 0.621 0.443 -3.846
H -1.304 -0.628 -3.795
H -0.045 -1.360 -4.782
H 1.701 0.225 -3.912
H 0.371 0.933 -4.804
C -1.064 2.674 -3.285
H -1.415 3.440 -2.582
H -1.879 1.967 -3.491
H -0.754 3.153 -4.224
C 1.725 2.953 -3.098
H 1.454 3.398 -4.065
H 2.678 2.421 -3.203
H 1.845 3.757 -2.364
C -1.105 -3.438 -3.055
H -1.125 -4.238 -2.304
H -0.869 -3.864 -4.039
H -2.101 -2.972 -3.093
C 1.748 -3.019 -2.954
H 2.562 -2.283 -3.031
H 1.670 -3.601 -3.879
H 1.986 -3.693 -2.116
Pt 1.282 -0.626 3.467
C 0.273 1.852 -0.815
C -1.093 1.526 -0.432
C -1.874 0.505 -1.121
C -1.801 -0.876 -0.448
C -0.719 -1.778 -0.969
C 0.730 -1.500 -1.041
C 1.711 -0.337 -1.058
C 1.428 0.959 -0.276
C 0.606 -2.556 3.427
H 0.476 2.884 -0.458
H -1.467 1.965 0.492
H -1.532 0.361 -2.161
H -2.936 0.801 -1.183
H -1.679 -0.787 0.648
H -2.771 -1.371 -0.604
H -0.890 -2.784 -0.554
H 1.279 -2.339 -0.560
H 2.030 -0.104 -2.092
H 2.656 -0.745 -0.635
H 1.302 0.747 0.794
H 2.354 1.562 -0.301
H 1.171 -3.175 4.144
H 0.775 -2.897 2.390
H -0.475 -2.564 3.641
C -0.456 2.622 5.506
Si -0.370 0.914 4.698
C 0.328 -0.372 5.908
C -2.106 0.377 4.186
C 0.687 1.296 3.137
H -1.140 2.628 6.365
H -0.812 3.355 4.768
H 0.543 2.931 5.844
H -0.484 -0.519 6.630
H 0.539 -1.368 5.463
H 1.229 -0.028 6.424
H -2.555 1.138 3.532
H -2.141 -0.587 3.661
H -2.740 0.295 5.083
H 1.496 2.039 3.269
H 0.110 1.509 2.217
```

ΔE to the lowest compared entry with this formula, charge and spin	19.2	kcal/mol
total charge	+2
spin multiplicity	5
HOMO level (alpha / beta)	-12.2 / -12.9	eV
HOMO-LUMO gap (alpha / beta)	6.87 / 5.13	eV
DFT total energy	-1839.8170	Ha